ORCA calculation (wB97M-V/def2-TZVPD) on a structure of composition C5H8O2.

## Properties
E_HOMO = -8.6 eV
total charge = 0
F_max = 0.5 eV/Å
energy above the lowest of the compared OMol25 structures with the same formula, charge and spin = 122.3 kcal/mol
Kohn-Sham gap = 9.296 eV

Geometry as XYZ:
```
15
C5H8O2 | the OMol25 dataset | wB97M-V/def2-TZVPD
O -0.78935 -0.69502 -1.44404
O -0.62194 2.09876 -0.46395
C 1.30510 0.00377 -0.08515
C -0.09582 -0.20575 0.21325
C 2.46772 0.23133 -0.31077
C -0.51450 -1.43219 0.81385
C -0.87980 1.07058 0.44957
H -0.88135 -1.54435 -0.58458
H -0.08701 -0.90096 -2.08517
H 0.25741 -2.13148 1.12326
H 0.32987 2.26955 -0.45507
H -1.94394 0.83460 0.38359
H -0.65929 1.37493 1.48712
H -1.39219 -1.38155 1.45631
H 3.50511 0.40779 -0.49819
```

Results of the Löwdin charge analysis, in e, for atoms 1 through 2: atom 1 (O): -0.1015, atom 2 (O): -0.0372